Here is C4H5FO in the gas phase in a non-equilibrium geometry from OMol25. Energies are from ωB97M-V/def2-TZVPD.

```
11
Properties=species:S:1:pos:R:3:forces:R:3
F 2.210328 0.772483 0.262201 -1.635 -1.729 -1.800
C 1.333592 -0.070091 -0.515621 -3.630 1.674 0.578
O 0.872805 -1.174673 0.229617 0.383 -0.034 -0.349
C -0.541498 -0.838546 0.182431 1.255 -0.361 0.239
C -0.748525 0.465698 0.814647 -3.132 0.029 -0.026
C -0.373610 0.439688 -0.594837 3.416 -1.058 -0.007
H 1.670586 -0.295355 -1.534503 0.823 0.114 0.721
H -1.303665 -1.635893 0.178446 0.876 0.386 -0.214
H -0.150839 0.957744 1.563014 -0.264 -0.155 0.411
H -1.888893 0.515357 0.683480 1.449 0.852 1.550
H -1.080280 0.863593 -1.268873 0.459 0.282 -1.104
```
Positions in Å, forces in eV/Å.

Values from the calculation:
* Kohn-Sham gap: 10.84 eV
* SMILES: F[C@H]1O[C@H]2C[C@H]21
* lowest unoccupied orbital energy: 1.0 eV
* HOMO: -9.80 eV
* total charge: 0